(1)
{"formula": "C4H6F3N3", "method": "the ωB97M-V functional and the def2-TZVPD basis", "e_lumo_ev": 0.87, "de_lowest_kcal_mol": 50.9, "homo_lumo_gap_ev": 10.84, "homo_ev": -9.97, "elements": ["C", "C", "C", "C", "N", "N", "N", "F", "F", "F", "H", "H", "H", "H", "H", "H"], "xyz": [[0.9546, -1.0899, -0.3497], [0.4257, 0.0097, 0.5421], [2.9251, -0.8217, 0.0330], [-0.6512, 0.9609, -0.0289], [1.5675, 0.8993, 0.8863], [2.8329, 0.4756, 0.6023], [2.1647, 1.4358, -0.2964], [3.6923, -0.8940, -1.0794], [3.3683, -1.6756, 0.9500], [2.6853, 2.6823, -0.0762], [0.8400, -2.0728, 0.0166], [1.0948, -0.9918, -1.4022], [0.0319, -0.4759, 1.4659], [-0.6819, 1.0614, -1.0362], [-0.5469, 2.0847, 0.1935], [-1.5864, 0.6898, 0.4022]], "forces_ev_per_angstrom": [[4.20, 0.95, 1.10], [-0.19, -0.10, -0.91], [-3.95, -0.82, -1.61], [0.54, 1.66, 2.99], [-1.34, 1.81, 1.35], [2.13, 0.89, -0.54], [0.05, -2.01, 0.03], [-0.47, 0.15, 1.03], [0.19, 0.01, -0.14], [0.04, 0.19, 0.53], [-0.47, -1.03, 0.07], [-0.72, 0.22, -0.69], [0.63, 0.74, -0.43], [-0.15, -0.72, -3.31], [0.41, -1.68, 0.64], [-0.91, -0.25, -0.12]], "lowdin_charge": [0.06, -0.34, -0.43, -0.05, -0.03, 0.04, 0.04, 0.10, 0.12, -0.01, 0.07, 0.08, 0.15, 0.03, 0.11, 0.06]}

(2)
{"formula": "C5H5FNaO4Tl", "method": "the ωB97M-V functional and the def2-TZVPD basis", "charge": 1, "spin_multiplicity": 2, "e_lumo_ev": [-3.44, -3.47], "de_lowest_kcal_mol": 17.2, "homo_lumo_gap_ev": [8.04, 8.53], "s_squared": 0.753, "homo_ev": [-11.49, -12.00], "elements": ["H", "O", "O", "O", "C", "C", "C", "H", "C", "C", "O", "Tl", "Na", "F", "H", "H", "H"], "xyz": [[1.7792, -0.8127, 2.4019], [0.7706, -1.5513, 0.5879], [-0.8770, -2.3914, 1.6997], [-1.3158, -1.3180, -0.2499], [1.1610, -1.5749, 1.9369], [0.2274, -2.3459, 2.5356], [-0.5601, -1.8030, 0.5516], [0.1851, -2.8867, 3.4730], [-0.0209, 3.2193, -1.4719], [0.6606, 2.2184, -0.6297], [0.5874, 0.9799, -1.2240], [1.7489, -0.4644, -1.0666], [-1.4736, 0.4131, -1.7887], [-1.2858, 2.8502, -1.8701], [0.0677, 4.3014, -1.3596], [1.7733, 2.4045, -0.1360], [0.2284, 2.3847, 0.3882]], "forces_ev_per_angstrom": [[0.79, -0.69, -0.68], [-1.40, 0.47, 1.86], [-0.47, -1.56, -0.44], [0.37, -1.07, -0.24], [-1.15, -1.70, 1.42], [0.79, 1.24, -0.12], [-0.48, 1.23, 0.93], [-0.27, 0.53, -0.05], [0.72, 1.20, -0.24], [2.06, 1.23, 2.27], [-5.59, 5.31, -0.12], [7.48, -4.99, -2.26], [-0.26, 0.16, -0.06], [0.36, -0.32, 0.30], [-0.05, -0.40, -0.06], [-1.99, 0.41, -2.30], [-0.92, -1.06, -0.21]], "lowdin_spin": [0.00, 0.00, 0.00, 0.00, 0.00, 0.00, 0.00, 0.00, 0.67, 0.10, 0.01, 0.01, 0.00, 0.13, 0.03, 0.01, 0.03]}

Across the entries above, E_tot takes the values -619.64844; -928.75178 a.u., respectively.